{
  "formula": "C66H132O22",
  "method": "ωB97M-V/def2-TZVPD",
  "species": ["C", "C", "O", "C", "H", "H", "H", "H", "H", "H", "C", "C", "O", "C", "H", "H", "H", "H", "H", "H", "C", "C", "O", "C", "H", "H", "H", "H", "H", "H", "C", "C", "O", "C", "H", "H", "H", "H", "H", "H", "C", "C", "O", "C", "H", "H", "H", "H", "H", "H", "C", "C", "O", "C", "H", "H", "H", "H", "H", "H", "C", "C", "O", "C", "H", "H", "H", "H", "H", "H", "C", "C", "O", "C", "H", "H", "H", "H", "H", "H", "C", "C", "O", "C", "H", "H", "H", "H", "H", "H", "C", "C", "O", "C", "H", "H", "H", "H", "H", "H", "C", "C", "O", "C", "H", "H", "H", "H", "H", "H", "C", "C", "O", "C", "H", "H", "H", "H", "H", "H", "C", "C", "O", "C", "H", "H", "H", "H", "H", "H", "C", "C", "O", "C", "H", "H", "H", "H", "H", "H", "C", "C", "O", "C", "H", "H", "H", "H", "H", "H", "C", "C", "O", "C", "H", "H", "H", "H", "H", "H", "C", "C", "O", "C", "H", "H", "H", "H", "H", "H", "C", "C", "O", "C", "H", "H", "H", "H", "H", "H", "C", "C", "O", "C", "H", "H", "H", "H", "H", "H", "C", "C", "O", "C", "H", "H", "H", "H", "H", "H", "C", "C", "O", "C", "H", "H", "H", "H", "H", "H", "C", "C", "O", "C", "H", "H", "H", "H", "H", "H"],
  "positions_angstrom": [[-5.044, 5.558, -1.559], [-4.990, 4.117, -1.702], [-3.947, 3.481, -1.743], [-6.355, 3.413, -1.860], [-4.183, 6.102, -1.946], [-5.133, 5.870, -0.518], [-5.872, 5.936, -2.160], [-7.083, 4.116, -1.455], [-6.298, 2.510, -1.252], [-6.637, 3.189, -2.889], [2.882, -2.247, 5.744], [3.423, -2.061, 7.139], [2.716, -1.575, 8.023], [4.863, -2.397, 7.348], [3.577, -2.832, 5.141], [2.964, -1.242, 5.330], [1.912, -2.731, 5.851], [4.978, -2.087, 8.387], [5.428, -1.687, 6.744], [5.307, -3.377, 7.175], [-3.224, 0.885, -6.040], [-4.326, 1.610, -5.189], [-4.718, 2.719, -5.517], [-4.856, 0.943, -3.884], [-3.255, -0.193, -5.885], [-2.227, 1.225, -5.759], [-3.470, 0.883, -7.102], [-4.750, -0.130, -3.725], [-5.869, 1.311, -3.726], [-4.270, 1.474, -3.134], [-0.119, 1.063, -0.564], [-0.090, -0.402, -0.275], [-0.351, -1.267, -1.166], [0.169, -0.743, 1.225], [-1.134, 1.325, -0.863], [0.547, 1.166, -1.421], [0.275, 1.628, 0.281], [0.681, -1.690, 1.394], [-0.751, -0.880, 1.795], [0.779, 0.008, 1.727], [4.971, -1.773, 0.079], [4.316, -0.580, -0.601], [3.237, -0.143, -0.312], [4.931, -0.048, -1.870], [4.286, -2.164, 0.832], [5.920, -1.576, 0.577], [5.194, -2.618, -0.571], [5.276, 0.982, -1.775], [4.271, -0.126, -2.733], [5.805, -0.590, -2.230], [-3.406, -0.916, 0.710], [-4.477, -1.988, 0.984], [-5.096, -1.906, 2.036], [-4.962, -2.881, -0.193], [-3.268, -0.682, -0.346], [-2.502, -1.298, 1.186], [-3.636, 0.036, 1.189], [-5.599, -3.624, 0.287], [-4.159, -3.396, -0.720], [-5.518, -2.340, -0.959], [-0.824, -6.569, -1.590], [-0.570, -7.966, -1.001], [-0.506, -8.182, 0.194], [-0.677, -9.099, -2.021], [0.157, -6.148, -1.808], [-1.385, -5.887, -0.950], [-1.279, -6.632, -2.578], [-1.211, -9.976, -1.654], [0.380, -9.313, -2.182], [-1.244, -8.990, -2.945], [0.345, 0.731, 6.717], [-0.696, -0.003, 7.591], [-1.690, -0.419, 7.077], [-0.461, -0.225, 9.054], [0.818, -0.055, 6.127], [1.052, 1.362, 7.254], [-0.228, 1.350, 6.027], [-0.832, 0.672, 9.551], [0.541, -0.528, 9.356], [-1.108, -0.953, 9.544], [-5.014, -0.294, 4.978], [-5.597, -1.340, 5.915], [-6.803, -1.530, 5.985], [-4.689, -2.164, 6.777], [-5.189, 0.700, 5.390], [-5.474, -0.308, 3.990], [-3.958, -0.451, 4.755], [-5.195, -2.870, 7.435], [-4.033, -1.505, 7.346], [-4.096, -2.659, 6.007], [-2.443, 3.543, 3.589], [-2.588, 2.467, 2.544], [-1.982, 1.444, 2.707], [-3.693, 2.634, 1.466], [-1.723, 4.171, 3.065], [-2.107, 3.031, 4.491], [-3.293, 4.218, 3.691], [-4.685, 2.428, 1.868], [-3.353, 2.001, 0.646], [-3.697, 3.628, 1.017], [0.608, 5.414, -0.825], [-0.532, 6.290, -0.755], [-0.525, 7.473, -1.173], [-1.760, 5.839, 0.105], [0.335, 4.365, -0.712], [1.192, 5.579, 0.080], [1.265, 5.488, -1.692], [-2.482, 5.680, -0.696], [-2.087, 6.662, 0.741], [-1.610, 4.864, 0.568], [-3.732, -7.292, 0.501], [-3.075, -6.428, 1.543], [-2.391, -5.451, 1.169], [-3.372, -6.781, 2.948], [-4.731, -6.861, 0.435], [-3.711, -8.363, 0.703], [-3.214, -7.084, -0.436], [-2.705, -7.537, 3.364], [-4.345, -7.206, 3.193], [-3.234, -5.878, 3.542], [2.301, -4.404, -0.103], [3.367, -5.256, 0.567], [3.534, -5.327, 1.804], [4.361, -5.959, -0.297], [2.649, -3.395, -0.324], [1.416, -4.363, 0.532], [1.996, -4.865, -1.042], [5.125, -6.489, 0.272], [4.726, -5.146, -0.925], [3.864, -6.758, -0.847], [4.195, 6.376, -1.763], [4.868, 5.144, -2.333], [5.349, 5.241, -3.429], [4.820, 3.849, -1.551], [4.708, 6.703, -0.858], [3.121, 6.265, -1.617], [4.258, 7.183, -2.492], [4.998, 2.970, -2.170], [3.855, 3.716, -1.062], [5.643, 3.788, -0.838], [0.325, 1.593, -4.402], [1.702, 1.958, -4.063], [1.990, 2.668, -3.144], [2.742, 1.442, -5.055], [-0.048, 0.754, -3.815], [0.105, 1.416, -5.455], [-0.203, 2.533, -4.238], [2.401, 1.654, -6.068], [2.974, 0.391, -4.887], [3.621, 2.080, -4.961], [2.384, 5.008, -5.051], [1.236, 4.784, -6.082], [0.170, 4.463, -5.704], [1.555, 4.943, -7.582], [2.018, 4.880, -4.032], [2.731, 6.030, -5.204], [3.266, 4.379, -5.169], [1.337, 4.086, -8.219], [2.635, 5.071, -7.649], [1.093, 5.813, -8.050], [-2.574, 5.424, -4.304], [-3.199, 6.795, -4.532], [-4.367, 7.039, -4.473], [-2.148, 7.971, -4.633], [-1.981, 5.170, -5.182], [-3.250, 4.570, -4.309], [-1.972, 5.455, -3.395], [-1.871, 8.192, -3.603], [-2.600, 8.842, -5.108], [-1.351, 7.628, -5.292], [-1.823, -2.843, 4.143], [-0.865, -3.942, 3.996], [-0.973, -4.933, 4.708], [0.302, -3.731, 3.096], [-2.576, -3.121, 4.880], [-2.397, -2.722, 3.224], [-1.265, -1.960, 4.454], [-0.189, -3.647, 2.127], [0.985, -4.573, 3.207], [0.792, -2.787, 3.333], [3.600, -3.153, -3.367], [3.415, -4.052, -4.523], [4.296, -4.314, -5.352], [2.005, -4.586, -4.606], [4.078, -2.238, -3.719], [4.492, -3.549, -2.881], [2.744, -2.876, -2.753], [1.271, -4.431, -3.816], [2.112, -5.646, -4.837], [1.598, -4.187, -5.535], [6.064, 0.007, 3.767], [7.134, 0.357, 2.725], [7.054, 0.095, 1.548], [8.436, 0.905, 3.206], [5.866, 0.945, 4.284], [6.526, -0.650, 4.504], [5.111, -0.364, 3.392], [8.551, 0.962, 4.288], [8.705, 1.889, 2.822], [9.242, 0.216, 2.956], [-2.864, -1.952, -3.881], [-1.870, -2.831, -4.590], [-1.069, -2.421, -5.389], [-2.106, -4.341, -4.420], [-3.839, -2.106, -4.343], [-2.562, -0.939, -4.151], [-2.938, -2.090, -2.803], [-2.280, -4.576, -3.370], [-1.201, -4.807, -4.811], [-2.987, -4.589, -5.012], [1.465, 3.180, 2.059], [2.203, 3.776, 3.254], [1.810, 4.834, 3.789], [3.337, 3.056, 3.794], [0.395, 3.281, 2.242], [1.789, 2.162, 1.842], [1.828, 3.844, 1.274], [4.176, 2.948, 3.106], [2.834, 2.127, 4.063], [3.713, 3.620, 4.647]],
  "lowdin_charge": [-0.033, -0.486, 0.026, -0.005, 0.066, 0.105, 0.097, 0.076, 0.084, 0.079, -0.021, -0.487, 0.049, -0.019, 0.080, 0.080, 0.091, 0.085, 0.074, 0.094, 0.003, -0.409, 0.045, -0.005, 0.042, 0.066, 0.084, 0.048, 0.065, 0.066, -0.005, -0.418, -0.004, -0.012, 0.095, 0.071, 0.048, 0.048, 0.051, 0.065, -0.012, -0.467, 0.075, -0.011, 0.075, 0.061, 0.068, 0.063, 0.064, 0.083, -0.001, -0.422, 0.051, -0.011, 0.076, 0.056, 0.050, 0.074, 0.062, 0.078, -0.023, -0.466, 0.068, -0.026, 0.064, 0.061, 0.059, 0.080, 0.087, 0.074, -0.003, -0.488, 0.063, -0.020, 0.061, 0.080, 0.068, 0.088, 0.072, 0.082, -0.018, -0.477, 0.042, -0.013, 0.085, 0.062, 0.065, 0.088, 0.071, 0.059, -0.006, -0.494, 0.056, -0.007, 0.072, 0.087, 0.087, 0.099, 0.057, 0.055, -0.030, -0.448, 0.026, 0.009, 0.078, 0.097, 0.068, 0.048, 0.095, 0.058, -0.018, -0.464, 0.020, -0.014, 0.094, 0.093, 0.059, 0.104, 0.090, 0.075, -0.001, -0.457, 0.028, -0.021, 0.065, 0.071, 0.060, 0.088, 0.070, 0.087, -0.013, -0.491, 0.065, -0.013, 0.087, 0.050, 0.085, 0.056, 0.075, 0.087, -0.029, -0.525, 0.060, -0.002, 0.091, 0.081, 0.082, 0.082, 0.080, 0.074, -0.011, -0.459, 0.070, -0.008, 0.057, 0.089, 0.071, 0.080, 0.069, 0.082, -0.017, -0.467, 0.066, -0.003, 0.061, 0.061, 0.080, 0.070, 0.073, 0.065, -0.009, -0.520, 0.056, -0.026, 0.067, 0.081, 0.094, 0.075, 0.092, 0.073, -0.027, -0.483, 0.052, -0.022, 0.076, 0.087, 0.084, 0.065, 0.088, 0.091, -0.007, -0.477, 0.058, -0.030, 0.075, 0.080, 0.077, 0.076, 0.091, 0.092, -0.035, -0.488, 0.072, -0.012, 0.091, 0.054, 0.077, 0.065, 0.071, 0.090, -0.004, -0.492, 0.037, -0.032, 0.074, 0.067, 0.072, 0.093, 0.095, 0.095],
  "homo_lumo_gap_ev": 8.87,
  "e_above_lowest_kcal_mol": 76.88
}